Here is one molecule with the formula C4H5NO in a non-equilibrium geometry from the Open Molecules 2025 dataset. Energies are from ωB97M-V/def2-TZVPD.

Values from the calculation:
Kohn-Sham gap (spin up / spin down)   0.3101 / 0.2952 Eh
2S+1   1
Highest occupied orbital energy (spin up / spin down)   -8.638 / -8.383 eV
Energy above the lowest of the compared OMol25 structures with the same formula, charge and spin   173.5 kcal/mol
Strongest force on any atom   4.96 eV/Å

CARTESIAN COORDINATES (ANGSTROEM)
C1 -0.5020 1.4109 -0.1269
C2 -2.0880 0.7896 0.3586
C3 0.2954 0.2531 0.1494
C4 -0.7183 -0.9227 -0.1528
N1 -1.9960 -0.6319 0.4537
O1 -2.9020 0.1062 -0.4020
H1 -0.3832 2.4964 -0.0886
H2 1.2376 0.1038 -0.3146
H3 0.5181 0.1229 1.3264
H4 -0.7033 -0.9763 -1.1984
H5 -0.4228 -1.9369 0.1463